Molecular formula: C35H31MnN3SbSe4
Method: DFT, wB97M-V/def2-TZVPD

Atoms and positions in Å:
1 Mn -0.53 0.62 -0.19
2 C -1.32 0.86 -4.12
3 C -0.85 -0.16 -3.30
4 N -1.28 -0.38 -2.07
5 C -2.25 0.43 -1.57
6 C -2.91 1.39 -2.39
7 C -2.37 1.63 -3.66
8 C -3.97 2.17 -1.88
9 C -4.39 1.99 -0.59
10 C -3.71 1.13 0.27
11 C -2.60 0.41 -0.15
12 N -1.78 -0.24 0.84
13 C -1.91 0.17 2.21
14 C -2.83 -0.31 3.10
15 C -2.74 0.09 4.45
16 C -1.76 0.93 4.88
17 C -0.83 1.48 3.96
18 C 0.21 2.39 4.30
19 C 1.01 2.87 3.31
20 C 0.81 2.45 1.97
21 N -0.11 1.58 1.63
22 C -0.93 1.10 2.61
23 H -0.83 1.09 -5.05
24 H -0.04 -0.81 -3.62
25 H -2.74 2.46 -4.25
26 H -4.42 2.92 -2.52
27 H -5.23 2.56 -0.21
28 H -4.02 1.07 1.30
29 H -3.60 -0.99 2.76
30 H -3.47 -0.30 5.15
31 H -1.68 1.20 5.92
32 H 0.35 2.69 5.33
33 H 1.79 3.59 3.51
34 H 1.41 2.86 1.16
35 Se -1.18 5.50 -2.57
36 Sb 0.82 4.12 -2.42
37 Se 2.59 5.31 -1.25
38 Se 1.53 3.57 -4.69
39 Se 0.06 2.21 -1.14
40 C -1.40 -3.13 1.98
41 C -0.23 -2.22 1.50
42 C 0.45 -1.66 2.76
43 C -0.79 -1.21 0.48
44 C 0.76 -3.11 0.72
45 C 0.28 -4.03 -0.21
46 C 1.14 -4.85 -0.92
47 C 2.51 -4.77 -0.72
48 C 3.00 -3.84 0.19
49 C 2.14 -3.03 0.90
50 H -1.93 -2.68 2.81
51 H -1.02 -4.10 2.31
52 H -2.12 -3.31 1.18
53 H -0.27 -1.29 3.48
54 H 1.14 -0.85 2.52
55 H 1.01 -2.45 3.25
56 H -1.13 -1.79 -0.37
57 H -0.78 -4.11 -0.40
58 H 0.73 -5.55 -1.64
59 H 3.18 -5.41 -1.26
60 H 4.07 -3.74 0.34
61 H 2.56 -2.30 1.58
62 C 1.55 -0.08 -0.47
63 C 2.47 0.34 -1.57
64 C 3.16 1.55 -1.53
65 C 3.95 1.95 -2.60
66 C 4.08 1.13 -3.71
67 C 3.43 -0.09 -3.75
68 C 2.63 -0.48 -2.69
69 H 1.98 0.16 0.50
70 H 1.41 -1.15 -0.55
71 H 3.05 2.20 -0.67
72 H 4.40 2.94 -2.58
73 H 4.65 1.48 -4.57
74 H 3.54 -0.74 -4.61
75 H 2.12 -1.44 -2.71

Output
relative energy (zero: lowest compared OMol25 entry of this formula, charge and spin)	458.4	kJ/mol
E_HOMO (spin up / spin down)	-3.316 / -3.325	eV
net charge	-1
spin multiplicity	2
F_max	0.12322	Eh/bohr
DFT total energy	-12513.46778	Ha
gap between HOMO and LUMO (spin up / spin down)	4.27 / 4.29	eV

Löwdin atomic charge list, values in e, 2 entries:
1. Mn 0.09
2. C -0.05


Molecular formula: C35H31N4O5PdS
Method: DFT, wB97M-V/def2-TZVPD

Atoms and positions in Å:
1 Pd 0.05 0.09 -0.06
2 C 3.82 1.80 -2.00
3 O 3.55 1.30 -3.34
4 C 2.38 0.88 -3.78
5 C 2.26 0.43 -5.05
6 C 1.02 -0.05 -5.57
7 C -0.12 -0.11 -4.86
8 C -0.13 0.30 -3.50
9 C -1.26 0.19 -2.76
10 N -1.40 0.39 -1.38
11 N -2.60 0.58 -1.03
12 C -2.79 0.77 0.42
13 O -1.84 0.80 1.18
14 C -4.19 0.91 0.81
15 C -4.47 1.35 2.11
16 C -5.78 1.45 2.53
17 C -6.81 1.10 1.66
18 C -6.54 0.65 0.38
19 C -5.23 0.57 -0.06
20 C 1.14 0.92 -2.93
21 O 1.13 1.47 -1.83
22 H 4.89 2.00 -2.04
23 H 3.58 1.04 -1.26
24 H 3.26 2.71 -1.84
25 H 3.14 0.43 -5.68
26 H 1.01 -0.40 -6.60
27 H -1.02 -0.51 -5.31
28 H -2.19 -0.05 -3.25
29 H -3.66 1.61 2.77
30 H -6.01 1.80 3.52
31 H -7.84 1.18 2.00
32 H -7.35 0.39 -0.29
33 H -5.00 0.24 -1.06
34 S -0.29 -2.19 -0.28
35 C -1.37 -2.34 1.09
36 N -0.89 -1.93 2.30
37 C -1.61 -1.96 3.43
38 C -2.89 -2.47 3.42
39 C -3.40 -2.93 2.21
40 C -2.65 -2.87 1.05
41 H 0.03 -1.46 2.29
42 H -1.12 -1.57 4.30
43 H -3.46 -2.51 4.33
44 H -4.40 -3.34 2.17
45 H -3.05 -3.21 0.10
46 C -1.23 2.95 7.14
47 C 0.16 2.80 6.57
48 C 1.16 3.67 7.00
49 C 2.44 3.57 6.49
50 C 2.76 2.60 5.56
51 C 1.78 1.71 5.14
52 N 2.01 0.71 4.19
53 C 3.21 0.20 3.77
54 C 4.30 0.11 4.65
55 C 5.51 -0.40 4.23
56 C 5.69 -0.85 2.92
57 C 4.62 -0.80 2.06
58 C 3.38 -0.29 2.46
59 C 2.31 -0.29 1.44
60 O 2.54 -0.28 0.23
61 O 1.05 -0.28 1.82
62 C 0.47 1.81 5.64
63 C -0.57 0.83 5.17
64 H -1.28 3.83 7.77
65 H -1.52 2.09 7.74
66 H -1.98 3.06 6.35
67 H 0.92 4.44 7.73
68 H 3.21 4.26 6.82
69 H 3.75 2.57 5.15
70 H 1.23 0.50 3.57
71 H 4.18 0.42 5.68
72 H 6.33 -0.47 4.94
73 H 6.64 -1.25 2.60
74 H 4.72 -1.15 1.04
75 H -0.20 -0.19 5.29
76 H -0.81 0.97 4.11
77 H -1.50 0.92 5.73

Output
relative energy (zero: lowest compared OMol25 entry of this formula, charge and spin)	42.0	kJ/mol
E_HOMO (spin up / spin down)	-9.424 / -9.424	eV
net charge	+1
F_max	0.01674	Eh/bohr
DFT total energy	-2473.35748	Ha
gap between HOMO and LUMO (spin up / spin down)	4.06 / 4.06	eV

Löwdin atomic charge list, values in e, 2 entries:
1. Pd 0.85
2. C -0.01


Molecular formula: C35H32BrCl2F6N2O7P3Sr
Method: DFT, wB97M-V/def2-TZVPD

Atoms and positions in Å:
1 Sr -0.28 -0.39 -1.38
2 F 6.24 6.76 0.11
3 C 5.14 5.99 0.14
4 C 3.91 6.56 0.43
5 F 3.83 7.87 0.68
6 C 2.78 5.76 0.47
7 F 1.65 6.41 0.79
8 C 2.81 4.40 0.22
9 P 1.34 3.23 0.14
10 C 1.66 2.39 1.75
11 C 2.10 3.05 2.90
12 C 2.38 2.35 4.06
13 C 2.24 0.97 4.09
14 C 1.81 0.30 2.95
15 C 1.51 1.01 1.80
16 C -0.09 4.32 0.46
17 C -0.72 4.80 -0.68
18 C -1.85 5.60 -0.58
19 C -2.36 5.91 0.67
20 C -1.75 5.42 1.81
21 C -0.62 4.62 1.71
22 C 4.07 3.86 -0.07
23 Br 4.29 2.03 -0.47
24 C 5.21 4.64 -0.11
25 F 6.41 4.12 -0.39
26 H 2.23 4.13 2.89
27 H 2.70 2.88 4.95
28 H 2.46 0.42 5.00
29 H 1.68 -0.77 2.94
30 H 1.18 0.45 0.94
31 H -0.36 4.51 -1.66
32 H -2.35 5.94 -1.47
33 H -3.26 6.51 0.75
34 H -2.17 5.62 2.79
35 H -0.16 4.23 2.61
36 C -4.15 -2.55 2.01
37 C -3.51 -1.26 2.50
38 C -2.76 -1.47 3.79
39 C -3.42 -1.31 5.00
40 C -2.77 -1.52 6.21
41 C -1.44 -1.90 6.19
42 C -0.74 -2.09 5.00
43 C 0.71 -2.51 5.10
44 C 0.87 -3.97 5.54
45 C -1.41 -1.87 3.78
46 N -0.75 -1.91 2.54
47 C -0.17 -2.99 2.18
48 C 0.66 -3.18 1.02
49 C 1.42 -4.34 0.80
50 C 2.15 -4.11 -0.37
51 C 1.79 -2.83 -0.79
52 N 0.89 -2.25 0.03
53 H -4.77 -2.36 1.13
54 H -4.79 -3.00 2.77
55 H -3.39 -3.29 1.75
56 H -4.28 -0.50 2.66
57 H -2.83 -0.87 1.75
58 H -4.46 -0.99 4.99
59 H -3.28 -1.35 7.15
60 H -0.91 -2.05 7.13
61 H 1.20 -1.86 5.83
62 H 1.22 -2.36 4.15
63 H 0.37 -4.15 6.49
64 H 1.93 -4.22 5.65
65 H 0.43 -4.64 4.80
66 H -0.27 -3.89 2.79
67 H 1.42 -5.21 1.43
68 H 2.84 -4.78 -0.85
69 H 2.14 -2.31 -1.68
70 O -2.35 1.81 -2.22
71 P -2.55 1.52 -0.64
72 O -3.64 2.32 -0.07
73 O -1.16 1.51 -0.03
74 O -2.90 -0.10 -0.67
75 P -3.31 -1.16 -1.85
76 O -2.84 -2.52 -1.12
77 O -4.75 -1.16 -2.14
78 O -2.24 -0.92 -2.90
79 H -2.45 1.03 -2.80
80 H -3.52 -2.83 -0.51
81 F 1.73 1.36 -3.62
82 C 1.97 0.21 -2.81
83 F 2.18 -0.82 -3.80
84 H 3.00 0.39 -2.46
85 Cl -2.78 2.14 3.18
86 C -1.34 1.80 4.12
87 Cl -1.07 3.00 5.42
88 H -0.48 1.84 3.46
89 H -1.44 0.83 4.59

Output
relative energy (zero: lowest compared OMol25 entry of this formula, charge and spin)	93.5	kJ/mol
E_HOMO	-2.587	eV
net charge	-2
F_max	0.01024	Eh/bohr
DFT total energy	-7137.94876	Ha
gap between HOMO and LUMO	6.31	eV

Löwdin atomic charge list, values in e, 2 entries:
1. Sr 1.44
2. F 0.11


Molecular formula: C35H32ClFIN6O7S2Tc
Method: DFT, wB97M-V/def2-TZVPD

Atoms and positions in Å:
1 Tc -0.07 0.22 0.85
2 F -2.41 4.00 3.75
3 C -3.06 3.88 2.57
4 C -2.32 3.71 1.42
5 C -2.96 3.50 0.22
6 C -2.19 3.37 -1.05
7 O -1.23 4.07 -1.29
8 C -2.87 2.48 -2.01
9 C -4.21 2.46 -1.99
10 N -4.97 3.07 -1.02
11 C -6.39 3.14 -1.17
12 C -7.03 4.50 -1.20
13 C -6.92 3.70 -2.46
14 C -4.36 3.43 0.18
15 C -5.10 3.69 1.33
16 C -4.45 3.90 2.55
17 N -5.23 4.18 3.71
18 C -4.64 4.64 4.95
19 C -5.77 5.31 5.77
20 N -6.86 5.64 4.79
21 C -7.55 4.38 4.35
22 C -6.42 3.40 3.97
23 C -2.21 1.57 -2.97
24 O -2.81 0.84 -3.72
25 O -0.86 1.59 -2.85
26 H -1.24 3.69 1.47
27 H -4.76 1.90 -2.74
28 H -6.95 2.34 -0.71
29 H -6.37 5.36 -1.08
30 H -8.01 4.61 -0.75
31 H -6.19 4.01 -3.19
32 H -7.82 3.26 -2.88
33 H -6.18 3.72 1.27
34 H -3.85 5.36 4.74
35 H -4.20 3.83 5.55
36 H -5.44 6.22 6.26
37 H -6.20 4.64 6.51
38 H -6.37 5.97 3.95
39 H -7.51 6.35 5.13
40 H -8.19 4.64 3.51
41 H -8.16 4.02 5.18
42 H -6.71 2.81 3.11
43 H -6.25 2.70 4.80
44 O -1.51 0.85 0.24
45 N -1.27 -1.03 -1.89
46 C -1.88 -2.12 -1.45
47 C -1.90 -3.31 -2.15
48 C -1.29 -3.35 -3.40
49 C -0.70 -2.20 -3.90
50 C -0.73 -1.06 -3.10
51 S -0.02 0.45 -3.73
52 H -2.34 -2.04 -0.47
53 H -2.38 -4.19 -1.74
54 H -1.29 -4.26 -3.98
55 H -0.26 -2.17 -4.89
56 I 2.10 2.95 0.21
57 C 0.85 1.88 1.69
58 H 0.17 2.66 2.03
59 H 1.55 1.68 2.50
60 Cl 5.14 -1.39 2.36
61 C 3.99 -1.35 1.06
62 C 4.23 -2.01 -0.12
63 C 3.27 -1.91 -1.11
64 C 2.12 -1.20 -0.87
65 N 1.87 -0.58 0.30
66 C 2.81 -0.64 1.25
67 H 5.14 -2.59 -0.26
68 H 3.40 -2.40 -2.07
69 H 1.35 -1.10 -1.62
70 H 2.61 -0.14 2.18
71 O 0.57 -3.18 0.93
72 C 0.40 -2.67 2.02
73 N 0.01 -1.37 2.23
74 S -0.24 -1.04 3.82
75 O -1.64 -0.82 4.10
76 O 0.69 -0.06 4.31
77 C 0.26 -2.63 4.40
78 C 0.40 -3.08 5.70
79 C 0.91 -4.36 5.87
80 C 1.27 -5.15 4.78
81 C 1.11 -4.68 3.48
82 C 0.60 -3.41 3.31
83 H 0.13 -2.46 6.54
84 H 1.04 -4.75 6.88
85 H 1.68 -6.14 4.95
86 H 1.39 -5.27 2.62

Output
relative energy (zero: lowest compared OMol25 entry of this formula, charge and spin)	0.0	kJ/mol
E_HOMO	-4.783	eV
net charge	0
F_max	0.02998	Eh/bohr
DFT total energy	-3942.91832	Ha
gap between HOMO and LUMO	3.24	eV

Löwdin atomic charge list, values in e, 2 entries:
1. Tc 1.13
2. F 0.06


Molecular formula: C35H32FN3O3PRe
Method: DFT, wB97M-V/def2-TZVPD

Atoms and positions in Å:
1 Re 0.41 -0.04 1.77
2 F -2.63 -5.63 -0.43
3 C -3.19 -4.70 0.36
4 C -2.46 -3.60 0.65
5 C -2.97 -2.61 1.51
6 C -2.22 -1.46 1.87
7 O -1.00 -1.34 1.37
8 C -2.78 -0.53 2.73
9 C -4.05 -0.78 3.23
10 N -4.78 -1.84 2.91
11 C -6.09 -2.02 3.51
12 C -7.32 -1.87 2.66
13 C -6.98 -0.84 3.70
14 C -4.26 -2.81 2.05
15 C -5.00 -3.95 1.72
16 C -4.49 -4.93 0.88
17 N -5.23 -6.07 0.58
18 C -6.11 -6.68 1.57
19 C -7.49 -6.92 0.96
20 N -7.31 -7.28 -0.50
21 C -6.01 -7.98 -0.74
22 C -4.86 -7.00 -0.49
23 C -2.13 0.74 3.17
24 O -2.62 1.44 4.00
25 O -1.01 1.07 2.52
26 H -1.47 -3.50 0.23
27 H -4.49 -0.08 3.93
28 H -6.08 -2.79 4.28
29 H -8.14 -2.54 2.84
30 H -7.16 -1.58 1.63
31 H -7.57 -0.80 4.61
32 H -6.65 0.13 3.34
33 H -6.00 -4.04 2.12
34 H -6.21 -6.06 2.45
35 H -5.67 -7.62 1.91
36 H -8.12 -6.04 1.00
37 H -8.00 -7.75 1.44
38 H -7.34 -6.42 -1.06
39 H -8.09 -7.86 -0.82
40 H -5.99 -8.34 -1.76
41 H -5.99 -8.83 -0.07
42 H -4.65 -6.44 -1.40
43 H -3.97 -7.59 -0.25
44 C 0.19 5.82 2.56
45 C 0.78 4.89 3.41
46 C 1.17 3.66 2.91
47 C 0.99 3.38 1.56
48 C 0.40 4.32 0.70
49 C 0.00 5.54 1.22
50 P 1.36 1.79 0.89
51 C 2.26 1.91 -0.62
52 C 2.36 0.78 -1.45
53 C 3.12 0.83 -2.60
54 C 3.78 2.01 -2.94
55 C 3.69 3.13 -2.12
56 C 2.93 3.09 -0.96
57 C 2.42 0.76 2.12
58 C 3.76 1.18 2.27
59 C 4.56 0.47 3.14
60 C 4.08 -0.63 3.87
61 C 2.78 -1.05 3.75
62 C 1.96 -0.34 2.87
63 H -0.11 6.79 2.95
64 H 0.93 5.12 4.45
65 H 1.61 2.93 3.58
66 H 0.25 4.10 -0.35
67 H -0.46 6.27 0.57
68 H 1.84 -0.14 -1.18
69 H 3.19 -0.04 -3.24
70 H 4.37 2.05 -3.84
71 H 4.21 4.04 -2.39
72 H 2.87 3.96 -0.33
73 H 4.14 2.02 1.71
74 H 5.59 0.77 3.26
75 H 4.76 -1.16 4.53
76 H 2.41 -1.90 4.31

Output
relative energy (zero: lowest compared OMol25 entry of this formula, charge and spin)	0.0	kJ/mol
E_HOMO (spin up / spin down)	-15.636 / -15.717	eV
net charge	+3
spin multiplicity	2
F_max	0.00781	Eh/bohr
DFT total energy	-2261.48175	Ha
gap between HOMO and LUMO (spin up / spin down)	7.34 / 7.48	eV

Löwdin atomic charge list, values in e, 2 entries:
1. Re 1.44
2. F 0.10


Molecular formula: C35H32GeN2O4STc
Method: DFT, wB97M-V/def2-TZVPD

Atoms and positions in Å:
1 Tc 0.14 0.47 0.22
2 O 1.03 -1.48 0.59
3 C 1.89 -1.56 1.69
4 C 2.94 -2.46 1.66
5 C 3.80 -2.50 2.75
6 C 3.64 -1.64 3.83
7 C 2.59 -0.74 3.84
8 C 1.68 -0.70 2.77
9 C 0.55 0.23 2.88
10 O 0.36 1.12 3.66
11 O -0.45 0.00 1.90
12 H 1.02 -2.29 0.02
13 H 3.08 -3.12 0.82
14 H 4.61 -3.21 2.75
15 H 4.33 -1.68 4.66
16 H 2.43 -0.08 4.68
17 C 1.52 0.76 -3.35
18 C 2.28 0.58 -2.10
19 O 1.62 0.75 -0.99
20 C 3.66 0.28 -2.01
21 C 4.37 -0.03 -3.19
22 C 5.71 -0.33 -3.13
23 C 6.37 -0.29 -1.90
24 C 5.69 0.04 -0.72
25 C 4.34 0.31 -0.77
26 H 0.52 1.16 -3.16
27 H 1.40 -0.21 -3.86
28 H 2.06 1.41 -4.04
29 H 3.87 -0.06 -4.15
30 H 6.26 -0.58 -4.02
31 H 7.43 -0.50 -1.85
32 H 6.22 0.08 0.22
33 H 3.81 0.59 0.13
34 N -2.52 4.00 0.68
35 C -1.68 3.16 1.26
36 N -1.89 2.70 2.47
37 S -0.19 2.80 0.38
38 H -3.29 4.41 1.19
39 H -2.33 4.35 -0.24
40 H -2.71 2.96 3.00
41 H -1.14 2.19 2.96
42 C -1.16 -0.02 -0.65
43 Ge -2.26 -1.16 -2.01
44 C -4.11 -1.00 -1.56
45 C -4.64 0.16 -1.00
46 C -6.00 0.26 -0.76
47 C -6.84 -0.80 -1.08
48 C -6.31 -1.96 -1.63
49 C -4.95 -2.06 -1.87
50 C -1.64 -0.46 -3.69
51 C -1.92 0.87 -4.03
52 C -1.53 1.38 -5.25
53 C -0.86 0.58 -6.16
54 C -0.58 -0.75 -5.84
55 C -0.96 -1.26 -4.61
56 C -1.30 -2.73 -1.40
57 C -1.91 -3.69 -0.60
58 C -1.19 -4.79 -0.14
59 C 0.15 -4.93 -0.47
60 C 0.78 -3.98 -1.27
61 C 0.05 -2.89 -1.74
62 H -4.00 1.00 -0.75
63 H -6.42 1.16 -0.33
64 H -7.90 -0.73 -0.90
65 H -6.97 -2.79 -1.88
66 H -4.56 -2.97 -2.32
67 H -2.49 1.50 -3.35
68 H -1.77 2.41 -5.52
69 H -0.57 0.97 -7.12
70 H -0.08 -1.38 -6.56
71 H -0.76 -2.30 -4.39
72 H -2.95 -3.58 -0.31
73 H -1.67 -5.53 0.48
74 H 0.70 -5.80 -0.13
75 H 1.81 -4.12 -1.57
76 H 0.54 -2.17 -2.39

Output
relative energy (zero: lowest compared OMol25 entry of this formula, charge and spin)	91.6	kJ/mol
E_HOMO	-16.284	eV
net charge	+3
F_max	0.01204	Eh/bohr
DFT total energy	-4318.32694	Ha
gap between HOMO and LUMO	4.70	eV

Löwdin atomic charge list, values in e, 2 entries:
1. Tc 1.45
2. O -0.09


Q: The highest DFT total energy belongs to which entry?
A: C35H32FN3O3PRe


Q: DFT total energy of number 6 (C35H32GeN2O4STc)?
A: -4318.32694 Ha